[1]
Molecular formula: C5H12NP
Method: DFT, ωB97M-V/def2-TZVPD

```
19
Properties=species:S:1:pos:R:3:forces:R:3
P 2.86377 0.04019 0.42667 0.72 0.72 0.78
N 2.33722 -1.10659 -0.62602 -0.47 -2.16 -0.91
C -0.81016 -0.00470 -1.85969 0.38 3.77 -0.18
C 0.08597 1.15116 1.80103 -0.30 -0.11 1.31
C -1.39368 -0.79991 0.47339 -2.68 2.55 -0.38
C 0.06787 1.11948 0.31465 -1.07 -0.95 -2.57
C -0.57455 0.13796 -0.40075 0.10 0.57 3.33
H -2.25980 -1.06852 -0.16053 0.17 -0.31 0.56
H -0.67079 1.80112 2.31516 0.16 -0.39 -0.84
H 0.53209 1.90456 -0.28322 0.15 0.09 0.39
H -0.01936 0.65159 -2.36738 -1.59 -0.06 0.32
H -0.91736 -1.65191 0.79012 1.31 -2.23 0.60
H -1.90771 0.31082 -2.02026 1.80 -0.40 -0.39
H -0.10378 0.11440 2.20097 0.75 1.26 -0.16
H 1.81478 -0.86556 -1.46998 0.21 -0.28 0.56
H 1.02951 1.57223 2.16883 -0.03 -0.46 -0.06
H 2.32788 -2.12068 -0.37807 -0.01 1.42 -0.48
H -1.81550 -0.28853 1.42000 0.54 -0.79 -1.69
H -0.58638 -0.89711 -2.34491 -0.14 -2.25 -0.17
```
Forces are in eV/Å.

Computed properties:
<S²> = 2.005
Spin multiplicity = 3
Charge = 0
Highest occupied orbital energy (alpha / beta) = -6.60 / -8.60 eV

Here are the Mulliken charges for atoms 1 to 4, given in e: -0.0957, -0.3248, -1.4126, -1.3103

---

[2]
Molecular formula: C5H12NPS
Method: DFT, ωB97M-V/def2-TZVPD

```
20
Properties=species:S:1:pos:R:3:forces:R:3
S 2.33892 -1.86149 -0.32937 -0.47 2.67 0.84
P 2.71485 1.20618 0.31975 -1.55 1.12 -0.52
N -0.06292 -0.35253 0.54646 4.80 -1.22 0.02
C 1.81621 -0.36303 0.15987 -3.68 -3.54 -0.54
C -2.03452 -1.63894 0.39814 0.63 1.57 -1.68
C -0.74278 -1.22642 -0.43746 0.21 -1.50 4.11
C -0.41827 1.61752 -0.79345 0.25 -1.50 -1.92
C -0.44542 1.00108 0.60934 -0.39 2.70 -1.04
H -0.94376 -0.71298 -1.29344 -0.72 1.13 -2.60
H -2.58813 -2.45345 -0.06284 -0.27 0.18 -0.01
H -1.32370 1.27659 -1.36354 0.77 0.75 0.32
H 3.33361 0.74479 1.41168 0.81 -0.36 1.93
H -1.62206 -1.92534 1.33133 0.03 -0.49 0.99
H -0.25932 2.66723 -0.86670 -0.49 1.04 0.28
H 0.18597 1.68799 1.21123 0.19 -1.11 0.18
H -1.44846 1.21082 1.05577 0.44 -0.75 -0.25
H -2.63742 -0.68967 0.56118 0.35 -1.40 -0.29
H -0.06260 -2.09915 -0.64224 -0.89 0.82 0.29
H 3.72128 0.68758 -0.41531 1.20 -0.31 -1.07
H 0.47854 1.22320 -1.40039 -1.24 0.21 0.94
```
Forces are in eV/Å.

Computed properties:
Charge = 0
Highest occupied orbital energy (alpha / beta) = -8.32 / -8.32 eV

Here are the Mulliken charges for atoms 1 to 4, given in e: -0.2143, -0.0183, -0.1589, 0.1651

---

[3]
Molecular formula: C5H12NS
Method: DFT, ωB97M-V/def2-TZVPD

```
19
Properties=species:S:1:pos:R:3:forces:R:3
S 1.42854 -0.09694 0.60484 0.34 -0.57 -0.06
N -1.15034 0.41085 0.19874 0.42 -2.45 -2.31
C -0.98742 0.68239 1.54008 1.79 1.20 3.17
C -0.17489 -0.16964 -0.44281 2.68 0.42 -0.53
C -0.28500 -0.51069 -1.91696 -0.48 -0.86 1.08
C 3.58002 -0.81849 0.86678 -1.06 -1.76 -0.14
C -2.37388 0.66488 -0.45592 -0.93 2.11 -3.37
H -0.95260 -1.36666 -2.04094 0.14 -0.43 0.35
H -0.93151 -0.21837 2.16248 -0.01 0.03 -0.26
H -3.03113 -0.18742 -0.64674 0.08 -0.04 0.74
H 0.05066 1.09366 1.47925 -1.04 0.43 1.56
H 4.00302 -0.03901 1.46779 -0.51 1.06 -0.08
H -2.81300 1.49505 0.12395 -0.41 -0.59 -0.68
H -0.83608 0.18975 -2.52337 0.34 0.88 0.01
H -2.12645 1.02359 -1.57484 -0.79 -0.31 2.71
H 4.11515 -1.03415 -0.04288 -0.29 0.24 -0.43
H 3.48926 -1.72612 1.50516 -0.61 0.64 -0.74
H -1.65704 1.37885 2.05354 -0.20 -0.04 -0.89
H 0.65267 -0.77154 -2.35815 0.57 0.04 -0.10
```
Forces are in eV/Å.

Computed properties:
Charge = +1
Highest occupied orbital energy = -13.52 eV

Here are the Mulliken charges for atoms 1 to 4, given in e: -0.2258, 0.0521, -0.9067, 0.6830

---

[4]
Molecular formula: C5H12NS
Method: DFT, ωB97M-V/def2-TZVPD

```
19
Properties=species:S:1:pos:R:3:forces:R:3
S 1.27490 1.77959 1.39429 0.15 -0.36 0.13
N 0.23114 -1.47073 0.21956 -0.18 -0.70 -0.92
C -1.16030 -1.15081 -0.19081 -2.08 0.94 0.55
C -1.52868 0.27591 0.29097 1.55 0.02 -0.52
C 0.84751 0.97638 -0.21215 0.40 0.50 -0.50
C -0.64146 1.27333 -0.52681 -0.81 -0.66 0.88
C 1.25882 -0.51856 -0.29357 0.97 1.26 0.36
H -1.29621 -1.23171 -1.27502 0.46 -0.12 0.19
H 0.26675 -1.58528 1.23228 0.12 0.33 0.10
H -1.21375 0.35355 1.34353 -0.43 0.04 -0.11
H -2.59702 0.48597 0.21365 0.19 -0.20 -0.10
H 0.44804 -2.38672 -0.17710 0.12 -0.10 0.20
H 2.15297 -0.66637 0.32809 -0.28 -0.02 -0.19
H -0.89125 1.15901 -1.59142 0.39 -0.01 0.18
H 2.61882 1.50915 1.49851 -0.80 0.01 -0.40
H 1.57825 -0.74958 -1.31788 -0.68 -0.35 0.16
H -1.86430 -1.84471 0.29002 0.56 -0.18 -0.16
H -0.92618 2.29491 -0.24914 0.40 -0.13 -0.07
H 1.44195 1.49668 -0.97701 -0.06 -0.28 0.23
```
Forces are in eV/Å.

Computed properties:
SMILES = S[C@@H]1CCC[NH2+]C1
Charge = +1
Highest occupied orbital energy = -13.02 eV

Here are the Mulliken charges for atoms 1 to 4, given in e: -0.1527, -0.0805, -0.6383, -0.6061

---

[5]
Molecular formula: C5H12NS
Method: DFT, ωB97M-V/def2-TZVPD

```
19
Properties=species:S:1:pos:R:3:forces:R:3
S 1.36867 -1.48296 1.41731 0.95 0.29 -1.69
N -0.90070 -0.59426 0.26294 0.19 -3.13 -1.89
C 2.00131 0.99242 -1.15229 2.65 1.82 -0.15
C -1.53946 0.09843 -0.88580 0.81 0.36 -0.23
C -1.34228 0.00692 1.46109 -0.61 2.87 4.48
C 0.57718 -0.62578 0.03300 0.91 -1.20 0.55
C 1.18184 0.69929 -0.15356 -1.30 0.76 -0.67
H -2.43277 0.18397 1.58279 0.53 0.00 -1.19
H -1.07416 1.09969 -0.78601 -1.23 -0.15 -0.37
H -2.59938 -0.02492 -0.66738 0.00 0.62 -0.77
H 2.51613 2.02213 -1.13339 -1.16 -1.53 -0.17
H -1.20304 -1.60525 0.28043 0.35 1.09 -0.24
H -1.15226 -0.30828 -1.84228 -0.62 -0.06 0.68
H -1.20852 -0.53795 2.41986 0.83 -0.28 -0.98
H -0.81081 1.00641 1.60504 -0.93 -1.34 -0.22
H 0.76077 -1.54759 -1.92271 -0.19 0.72 1.86
H 2.61645 -1.18528 0.85011 -1.14 -0.43 0.83
H 2.50902 0.32069 -1.90528 -1.23 0.37 1.03
H 0.73203 1.48230 0.53612 1.19 -0.76 -0.86
```
Forces are in eV/Å.

Computed properties:
Charge = +1
Highest occupied orbital energy (alpha / beta) = -13.12 / -13.67 eV

Here are the Mulliken charges for atoms 1 to 4, given in e: -0.1445, -0.0631, -0.8314, -0.6875

---

[6]
Molecular formula: C5H12NS
Method: DFT, ωB97M-V/def2-TZVPD

```
19
Properties=species:S:1:pos:R:3:forces:R:3
S 3.28585 -0.09091 0.91100 1.44 -0.73 2.61
N 0.11443 0.94591 -0.40954 -2.10 1.02 0.33
C 2.73040 0.00346 -0.59308 -2.41 -1.82 -5.47
C -0.78979 0.14224 -0.75228 1.41 -0.24 -2.23
C -0.08869 2.35635 -0.06415 -0.31 0.07 0.24
C -0.45108 -1.22508 -1.26426 0.75 -0.21 0.72
C -1.55848 -2.15036 -0.73067 1.99 -2.31 3.39
H 0.81904 2.94104 0.04750 0.27 -0.14 -0.64
H 0.65631 -1.28642 -1.08756 -1.19 -1.03 0.51
H -0.79641 2.77035 -0.82699 0.80 -0.11 0.68
H -1.48551 -3.26024 -1.06848 -0.31 2.24 0.18
H -1.44817 -2.22509 0.45977 -0.42 0.16 -2.49
H -0.49611 2.37082 0.94645 -0.35 -0.04 -0.06
H 2.79087 -1.06781 -1.17216 -0.14 3.11 1.19
H -1.81754 0.50160 -0.94657 0.23 0.13 0.71
H 2.80626 1.02676 1.36762 -0.43 1.06 0.64
H 1.97141 0.81054 -1.03808 1.83 -1.72 0.96
H -2.47925 -1.63982 -0.92334 -0.81 -0.36 -0.33
H -0.50970 -1.35086 -2.32701 -0.27 0.93 -0.94
```
Forces are in eV/Å.

Computed properties:
<S²> = 2.016
Spin multiplicity = 3
Charge = +1
Highest occupied orbital energy (alpha / beta) = -10.88 / -14.59 eV

Here are the Mulliken charges for atoms 1 to 4, given in e: -0.0219, 0.0534, -0.5465, -0.0335

---

[7]
Molecular formula: C5H12NS2
Method: DFT, ωB97M-V/def2-TZVPD

```
20
Properties=species:S:1:pos:R:3:forces:R:3
S 2.20144 -0.76786 -0.16539 0.20 -0.12 -0.11
S -0.03425 -2.71196 -0.14755 -0.75 0.81 -0.02
N -1.99644 -0.52272 0.43117 0.31 -4.18 1.37
C -2.67228 -0.47037 -0.90360 0.80 3.47 0.04
C -0.44069 1.46465 0.40994 -0.44 -2.27 2.53
C 0.34037 -0.98419 0.03562 2.05 0.25 0.56
C -0.57773 -0.08468 0.35285 0.00 1.86 0.11
C 3.98187 0.94396 0.08620 -2.93 1.06 2.67
H -2.01261 -1.62171 0.72929 0.24 3.03 -0.64
H -3.03354 0.63207 -1.00301 1.07 -1.80 -0.38
H -0.16699 1.81631 -0.51911 0.39 0.98 -2.06
H 1.22302 -3.01330 -0.34053 0.94 -0.51 -0.09
H 3.89452 1.14097 -0.93217 0.32 0.01 -1.52
H 3.42461 1.68232 0.71949 0.42 -0.68 -0.84
H -1.42142 1.80664 0.72774 -0.03 0.60 -0.22
H -1.82502 -0.75622 -1.57313 -1.45 0.19 -0.05
H 4.89390 0.69286 0.62112 -0.24 -1.15 -0.46
H -2.48022 -0.07385 1.21731 -0.02 0.19 -0.47
H -3.57797 -1.00817 -0.90697 -0.67 -1.25 -0.14
H 0.27945 1.83524 1.16074 -0.23 -0.48 -0.29
```
Forces are in eV/Å.

Computed properties:
Charge = +1
Highest occupied orbital energy (alpha / beta) = -12.25 / -12.25 eV

Here are the Mulliken charges for atoms 1 to 4, given in e: -0.2653, -0.2452, -0.2975, -0.7297

---

[8]
Molecular formula: C5H12NSe
Method: DFT, ωB97M-V/def2-TZVPD

```
19
Properties=species:S:1:pos:R:3:forces:R:3
Se -2.04219 -0.38673 -0.22084 0.35 -1.68 0.80
N 0.51001 -1.46241 0.79238 -2.20 1.69 0.33
C -0.40549 -0.24235 0.93376 1.08 0.96 -5.51
C 2.02997 0.09944 -0.46157 0.29 0.16 0.75
C -3.05339 1.20629 0.10833 0.14 1.32 -0.81
C 0.81393 0.97241 -0.62688 0.01 -0.57 4.09
C 1.42683 -1.34520 -0.41550 1.73 0.26 0.42
H -3.84504 1.33194 -0.70993 0.91 -0.71 1.44
H 1.02421 -1.55874 1.67076 0.45 0.16 -0.30
H 0.19606 0.89154 -1.47864 -0.55 -0.47 -0.82
H 2.10316 -2.19486 -0.28839 0.30 0.32 -0.32
H -0.16787 0.43613 1.68225 -0.07 0.65 1.73
H -3.38621 1.32606 1.14702 -0.19 -0.18 -0.58
H 2.87905 0.49254 0.24729 -2.12 -1.11 -0.66
H -0.14137 -2.25842 0.82531 0.38 -0.16 -0.67
H 2.52927 0.12266 -1.40132 0.66 -0.17 -1.08
H 0.86913 1.98850 -0.23186 0.03 -0.25 -0.07
H 0.97713 -1.38765 -1.41708 -0.89 -0.62 0.86
H -2.31719 1.96881 -0.15507 -0.29 0.40 0.38
```
Forces are in eV/Å.

Computed properties:
Charge = +1
Highest occupied orbital energy (alpha / beta) = -11.63 / -11.63 eV

Here are the Mulliken charges for atoms 1 to 4, given in e: 0.0767, -0.1874, -0.6981, -0.3173

---

[9]
Molecular formula: C5H12NiO3
Method: DFT, ωB97M-V/def2-TZVPD

```
21
Properties=species:S:1:pos:R:3:forces:R:3
Ni 1.73351 -0.05101 1.13484 -0.95 0.34 -2.73
O -0.42800 1.49338 0.62945 2.46 0.59 1.40
O 0.37945 -1.31917 0.33243 0.15 0.96 1.18
O 2.39843 0.18486 -0.67392 0.94 -0.79 2.38
C -0.86539 2.57868 1.46788 0.06 0.02 -0.06
C -0.20193 -0.75102 -0.84045 -1.11 -1.48 -1.09
C 0.43307 -2.73649 0.37239 0.26 -0.80 -0.17
C -1.36490 0.74885 0.03503 -0.10 -0.67 -1.51
C 1.52750 0.38645 -1.60376 -2.00 1.68 -0.31
H -0.54784 -3.15447 0.10848 0.23 0.20 0.11
H -0.03897 2.80113 2.14865 -0.20 0.03 -0.09
H 1.73174 -0.01981 -2.61072 -0.02 0.06 0.55
H 0.69487 -3.03936 1.39139 -0.03 0.03 -0.22
H -1.75221 2.26930 2.03362 0.13 0.22 -0.11
H -1.05594 3.44642 0.82690 -0.19 -0.12 0.26
H 0.99430 1.35661 -1.56591 0.30 -0.46 -0.25
H 0.16985 -1.33276 -1.70202 1.03 0.21 -0.27
H -2.04016 0.25937 0.75252 0.08 -0.17 -0.55
H 1.18724 -3.08896 -0.34674 -0.21 -0.01 0.22
H -1.78050 1.20895 -0.86975 -0.21 -0.23 0.36
H -1.17413 -1.24092 -1.02033 -0.64 0.38 0.89
```
Forces are in eV/Å.

Computed properties:
<S²> = 3.799
Spin multiplicity = 4
Charge = +1
Highest occupied orbital energy (alpha / beta) = -9.43 / -13.32 eV

Here are the Mulliken charges for atoms 1 to 4, given in e: 0.9047, -0.2416, -0.0923, -0.5757

---

[10]
Molecular formula: C5H12O
Method: DFT, ωB97M-V/def2-TZVPD

```
18
Properties=species:S:1:pos:R:3:forces:R:3
O 0.45072 -0.62622 -1.43249 -0.02 -0.11 0.23
C -1.02969 -1.07032 1.09544 0.55 1.16 0.63
C 0.90208 2.27058 -1.23470 -0.46 -0.37 -0.98
C -0.07974 0.80265 0.40044 -1.47 -2.99 1.87
C -0.30671 0.32076 -0.86003 1.19 2.38 -1.77
C 0.07449 -2.05603 1.36290 0.08 -0.23 0.08
H 0.12318 -0.83782 -2.31451 0.01 0.12 0.14
H 0.55819 -2.39246 0.44082 -0.04 0.11 0.06
H 0.86929 0.69383 0.90309 0.01 -0.06 -0.11
H 0.86733 3.13094 -0.56957 -0.19 -0.19 0.19
H -1.81778 -1.43960 0.43837 0.12 0.23 -0.23
H -1.47359 -0.62348 1.98383 -0.03 -0.25 0.10
H 1.90373 1.86354 -1.34717 -0.05 -0.09 -0.01
H 0.42350 2.49207 -2.18835 0.23 0.14 -0.06
H 0.85031 -1.62704 2.00419 -0.05 -0.01 -0.05
H -1.23662 0.56898 -1.35942 0.00 -0.09 0.10
H -0.28019 -2.96456 1.87080 -0.02 0.09 -0.01
H -0.79851 1.49418 0.80634 0.12 0.19 -0.18
```
Forces are in eV/Å.

Computed properties:
Charge = 0
Highest occupied orbital energy (alpha / beta) = -6.33 / -6.12 eV

Here are the Mulliken charges for atoms 1 to 4, given in e: -0.4319, -0.7880, -1.1905, -0.4783